A structure of composition C37H40O2P2Pt in a non-equilibrium geometry, computed with ωB97M-V/def2-TZVPD.

**Frontier orbital gap (spin up / spin down)**: 0.1833 / 0.1950 hartree
**Strongest force on any atom**: 3.5 eV Å⁻¹

```
! RIJCOSX wB97M-V def2-TZVPD def2/J DEFGRID3
* xyz 0 3
Pt 0.286 0.500 -0.149
C 4.268 4.727 -2.602
C 4.669 4.478 -1.348
C 4.830 5.534 -0.289
C 3.806 6.714 -0.274
C 2.383 6.369 -0.592
C 1.847 6.361 -1.817
C 2.610 6.644 -3.073
C 4.069 6.113 -3.147
C -1.664 -0.135 0.200
H 4.123 3.917 -3.326
H 5.048 3.479 -1.098
H 5.841 5.967 -0.379
H 4.788 5.069 0.707
H 3.803 7.108 0.757
H 4.175 7.524 -0.919
H 1.749 6.246 0.296
H 0.762 6.371 -1.952
H 2.628 7.737 -3.222
H 2.073 6.226 -3.936
H 4.350 6.090 -4.213
H 4.736 6.834 -2.655
H -2.046 -0.612 -0.719
H -2.308 0.689 0.532
H -1.516 -0.870 1.005
P 2.471 0.918 -0.280
P -0.332 2.620 0.087
C 2.436 2.696 0.003
C 1.277 3.396 0.161
C 3.624 0.182 0.916
C 4.763 0.917 1.266
C 5.719 0.353 2.106
C 5.541 -0.925 2.645
C 4.377 -1.637 2.345
C 3.410 -1.070 1.513
C 3.032 0.534 -1.975
C 2.161 0.775 -3.045
C 2.549 0.462 -4.350
C 3.814 -0.090 -4.600
C 4.674 -0.345 -3.527
C 4.281 -0.064 -2.214
C -1.266 3.021 1.587
C -0.900 2.408 2.795
C -1.622 2.696 3.952
C -2.705 3.577 3.912
C -3.056 4.193 2.702
C -2.348 3.909 1.538
C -1.305 3.148 -1.348
C -2.251 2.333 -1.986
C -2.962 2.836 -3.075
C -2.696 4.122 -3.562
C -1.724 4.916 -2.942
C -1.034 4.427 -1.839
H 3.397 3.206 0.046
H 1.277 4.461 0.376
H 4.887 1.930 0.877
H 6.618 0.925 2.336
H 6.302 -1.365 3.300
H 4.215 -2.631 2.755
H 2.497 -1.619 1.336
H 1.162 1.174 -2.858
H 1.870 0.650 -5.174
H 4.119 -0.322 -5.622
H 5.657 -0.774 -3.712
H 4.928 -0.313 -1.376
H -0.068 1.707 2.816
H -1.335 2.233 4.893
H -3.280 3.786 4.816
H -3.882 4.896 2.669
H -2.627 4.365 0.590
H -2.418 1.317 -1.633
H -3.726 2.226 -3.551
H -3.239 4.504 -4.425
H -1.505 5.914 -3.311
H -0.267 5.009 -1.344
C 0.381 -3.271 -1.995
O 0.152 -1.869 -1.730
C 0.536 -1.494 -0.498
O 0.954 -2.294 0.340
H 0.091 -3.901 -1.150
H 1.425 -3.442 -2.255
H -0.247 -3.473 -2.858
*
```

How positive or negative is each atom? The Löwdin charges in e answer that: 0.881, -0.098, -0.147, -0.180, -0.183, -0.122, -0.112, -0.182, -0.195, -0.272, 0.107, 0.093, 0.116, 0.104, 0.111, 0.101, 0.097, 0.079, 0.118, 0.106, 0.110, 0.097, 0.011, -0.013, 0.017, 0.828, 0.815, -0.378, -0.381, -0.336, -0.093, -0.086, -0.087, -0.076, -0.074, -0.337, -0.104, -0.082, -0.091, -0.089, -0.078, -0.345, -0.088, -0.083, -0.083, -0.082, -0.078, -0.350, -0.080, -0.076, -0.080, -0.073, -0.096, 0.007, 0.021, 0.091, 0.103, 0.105, 0.104, 0.062, 0.091, 0.100, 0.101, 0.100, 0.099, 0.102, 0.104, 0.103, 0.101, 0.102, 0.071, 0.103, 0.102, 0.102, 0.063, -0.037, -0.099, -0.581, 0.014, 0.094, 0.099, 0.092